(1)
# C6H6O2

One molecule with the formula C6H6O2 at a distorted geometry (the ωB97M-V functional and the def2-TZVPD basis, the OMol25 dataset).

The geometry in XYZ format:
```
14
Properties=species:S:1:pos:R:3
O -3.0470 0.3895 -0.1153
C -2.0835 -0.3591 -0.1321
C -0.6545 -0.1299 0.2022
C 0.0432 1.2035 0.3121
C 1.4809 0.8185 0.0729
C 1.6658 -0.4291 -0.3025
C 0.3683 -1.0939 -0.2454
O -0.2072 -1.2227 0.9822
H -2.1458 -1.5078 -0.3550
H -0.2533 2.0275 -0.3449
H -0.1887 1.5468 1.3660
H 2.2760 1.5309 0.0677
H 2.6271 -0.8503 -0.6274
H 0.1185 -1.9239 -0.8806
```

Summary:
- Energy relative to the best compared isomer or geometry (same formula, charge and spin): 178.7 kJ/mol
- Orbital gap: 10.832 eV
- SMILES: O=C[C@]12CC=C[C@H]1O2



(2)
# C6H6O3

One molecule with the formula C6H6O3 at a distorted geometry (the ωB97M-V functional and the def2-TZVPD basis, the OMol25 dataset).

The geometry in XYZ format:
```
15
Properties=species:S:1:pos:R:3
O -2.2649 -0.3817 -0.8583
C -1.0342 -0.4571 -0.8781
C 0.0170 0.7639 -1.0452
C 1.1754 -0.2973 -1.1342
C 0.2206 -1.3231 -0.4031
O 0.4071 -1.2980 1.1475
C -0.1692 -0.0767 1.7004
C -0.4433 1.1805 1.3417
O -0.1138 1.6366 0.0046
H -0.0465 1.6687 -1.6654
H 1.5713 -0.4859 -2.2475
H 1.8359 -0.3141 -0.2598
H 0.3584 -2.4065 -0.5776
H -0.5933 -0.2499 2.7435
H -0.9205 2.0406 2.1316
```

Summary:
- Energy relative to the best compared isomer or geometry (same formula, charge and spin): 499.1 kJ/mol
- Orbital gap: 9.052 eV
- SMILES: O=C1[C@@H]2C[C@H]1OC=CO2



(3)
# C6H6O4

One molecule with the formula C6H6O4 at a distorted geometry (the ωB97M-V functional and the def2-TZVPD basis, the OMol25 dataset).

The geometry in XYZ format:
```
16
Properties=species:S:1:pos:R:3
O -2.9459 -0.3003 -0.4968
C -1.7515 -0.5080 -0.1731
O -1.3197 -1.7924 -0.0898
C -0.8233 0.6113 0.5160
O -1.4061 1.9337 0.2910
C 0.6868 0.4578 0.1146
C 1.7150 1.1239 -0.4133
C 2.8372 0.2991 -0.3648
C 2.4991 -0.9374 0.0985
O 1.1505 -0.8209 0.5489
H -0.2200 -1.6512 -0.2800
H -1.1032 0.5410 1.5407
H -2.1959 1.6637 -0.3696
H 1.7542 2.2024 -0.8718
H 3.7821 0.5224 -0.9392
H 3.1719 -1.7187 0.2256
```

Summary:
- Energy relative to the best compared isomer or geometry (same formula, charge and spin): 283.3 kJ/mol
- Orbital gap: 10.061 eV
- SMILES: O=C(O)[C@H](O)c1ccco1



(4)
# C6H6O5Tl

C6H6O5Tl as an isolated structure at a distorted geometry (the ωB97M-V functional and the def2-TZVPD basis, the OMol25 dataset).

The geometry in XYZ format:
```
18
Properties=species:S:1:pos:R:3
O -0.6838 2.3980 1.8162
C -0.6549 1.8411 0.7704
Tl -0.5579 0.8970 -0.9733
O 0.7567 4.1873 -2.9044
C 0.3604 3.2766 -2.3523
C -2.6187 0.5201 -0.7113
O -3.7861 0.3385 -0.5914
C -0.6691 -0.2091 -2.5819
O -0.7273 -0.8487 -3.5714
C 1.2940 -2.1867 1.5532
C 0.4020 -0.9872 1.3201
O 0.9154 -0.5095 -0.0022
H 1.1127 -2.9493 0.8088
H 1.0147 -2.5561 2.5291
H 2.3338 -1.8993 1.5588
H -0.6335 -1.2452 1.2305
H 0.5713 -0.1928 2.0183
H 1.5702 0.1253 0.0827
```

Summary:
- Energy relative to the best compared isomer or geometry (same formula, charge and spin): 138.7 kJ/mol
- Orbital gap: 7.283 eV
- Total charge: +3



(5)
# C6H6OS

One molecule with the formula C6H6OS at a distorted geometry (the ωB97M-V functional and the def2-TZVPD basis, the OMol25 dataset).

The geometry in XYZ format:
```
14
Properties=species:S:1:pos:R:3
C 3.1506 -0.8395 0.1610
C 1.9992 -0.7359 -0.0828
C 0.5763 -0.6320 -0.3584
C -0.0037 0.7898 -0.4971
C -0.9224 0.3741 0.6361
C -2.3814 0.2773 0.2789
S -3.1974 -1.0481 -0.1279
O -0.2731 -0.8656 0.7985
H 4.2186 -0.8796 0.2897
H 0.3253 -1.2795 -1.1908
H -0.5392 0.9908 -1.4654
H 0.6850 1.6055 -0.2757
H -0.8416 0.9787 1.5752
H -2.7961 1.2640 0.2586
```

Summary:
- Energy relative to the best compared isomer or geometry (same formula, charge and spin): 289.9 kJ/mol
- Orbital gap: 8.576 eV
- SMILES: C#C[C@@H]1C[C@@H](C=S)O1



(6)
# C6H6S

One molecule with the formula C6H6S at a distorted geometry (the ωB97M-V functional and the def2-TZVPD basis, the OMol25 dataset).

The geometry in XYZ format:
```
13
Properties=species:S:1:pos:R:3
C 1.8459 -0.9958 0.5412
C 1.0058 -1.2599 -0.4140
C -0.2575 0.7058 1.5304
C -0.3340 0.8691 -0.9796
C -0.3122 -0.5890 -0.6873
C -0.9282 0.3636 0.3322
S -0.4918 1.4301 2.9042
H 1.6795 -0.3204 1.3787
H 1.2539 -2.0025 -1.1634
H 0.5976 1.4093 -0.8991
H -1.0250 1.2685 -1.7071
H -1.0201 -1.2066 -1.2281
H -2.0138 0.3279 0.3919
```

Summary:
- Energy relative to the best compared isomer or geometry (same formula, charge and spin): 556.6 kJ/mol
- Orbital gap (alpha / beta): 7.104 / 8.825 eV



(7)
# C6H6S

One molecule with the formula C6H6S at a distorted geometry (the ωB97M-V functional and the def2-TZVPD basis, the OMol25 dataset).

The geometry in XYZ format:
```
13
Properties=species:S:1:pos:R:3
C 0.2588 1.5218 -0.3620
C -0.7906 0.5774 -0.5090
C -1.0470 -0.2567 0.7186
C 1.5581 1.3576 0.0078
C -0.3971 -1.1595 -0.3345
C 0.9415 -1.4072 -0.4681
S 2.2063 -0.3500 0.1708
H -0.2529 2.4987 -0.4696
H -0.5136 0.1810 1.5147
H -2.1192 -0.3681 1.1077
H 2.3654 2.0509 0.2740
H -1.1272 -1.7826 -0.8263
H 1.4139 -2.1617 -1.1392
```

Summary:
- Energy relative to the best compared isomer or geometry (same formula, charge and spin): 510.1 kJ/mol
- Orbital gap (alpha / beta): 6.759 / 6.758 eV



(8)
# C6H6S

One molecule with the formula C6H6S at a distorted geometry (the ωB97M-V functional and the def2-TZVPD basis, the OMol25 dataset).

The geometry in XYZ format:
```
13
Properties=species:S:1:pos:R:3
C -0.9098 0.2697 0.4621
C -0.5035 0.2556 -0.8267
C 0.0831 -0.1283 1.4480
C -1.9429 0.7246 -0.5456
C 0.9312 -0.2091 -1.0112
C 1.2554 -0.7013 0.5607
S -0.0501 -0.0886 3.0591
H -2.9011 0.2387 -0.8575
H -1.9170 1.7624 -0.7635
H 1.0777 -0.9463 -1.7086
H 1.5270 0.6001 -1.2829
H 2.0763 -0.0301 0.7278
H 1.2736 -1.7475 0.7383
```

Summary:
- Energy relative to the best compared isomer or geometry (same formula, charge and spin): 35.6 kJ/mol
- Multiplicity: 3
- Expectation value of S²: 2.031
- Orbital gap (alpha / beta): 7.266 / 6.303 eV



(9)
# C6H6S

One molecule with the formula C6H6S at a distorted geometry (the ωB97M-V functional and the def2-TZVPD basis, the OMol25 dataset).

The geometry in XYZ format:
```
13
Properties=species:S:1:pos:R:3
C 0.4603 -1.2043 -1.5534
C 1.3955 -0.7865 -2.2569
C -0.6710 -1.6659 -0.7142
C -0.0538 -0.6370 -0.2715
C -0.8034 0.8778 1.5316
C 0.2547 0.5747 0.4158
S 2.2193 0.4284 -2.8371
H -1.1263 -2.6397 -0.4847
H -1.7714 1.3649 1.0732
H -0.6276 1.6840 2.2881
H -0.9696 0.0091 2.2802
H 1.2912 0.5222 0.7452
H 0.4022 1.4723 -0.2162
```

Summary:
- Energy relative to the best compared isomer or geometry (same formula, charge and spin): 28.1 kJ/mol
- Multiplicity: 3
- Expectation value of S²: 2.013
- Orbital gap (alpha / beta): 6.510 / 7.808 eV



(10)
# C6H7BF4N2

A 2-piece molecular cluster, C6H7BF4N2 overall at a distorted geometry (the ωB97M-V functional and the def2-TZVPD basis, the OMol25 dataset).

The geometry in XYZ format:
```
20
Properties=species:S:1:pos:R:3
C 2.1395 -0.5180 0.6912
C 1.2018 -1.0916 -0.3548
C -0.4173 -1.2839 -0.0478
C -1.3501 0.0627 -0.0733
C -2.9419 -0.2930 0.3002
N -3.2343 -1.7388 0.5797
N -2.4864 -2.8683 0.5665
C -1.0431 -2.7530 0.2596
H 2.3278 0.6526 0.8116
H 2.7850 -1.2011 1.4152
H 1.6914 -1.3708 -1.3859
H -0.9769 1.1523 -0.3170
H -3.7737 0.5599 0.3671
H -4.2564 -1.9030 0.8436
H -0.3836 -3.7491 0.2511
B 2.1436 3.2686 -0.7814
F 0.7131 3.0239 -0.8671
F 2.5035 4.3575 -1.6751
F 2.4930 3.6264 0.5837
F 2.8649 2.0666 -1.1671
```

Summary:
- Orbital gap: 5.849 eV



(11)
# C6H7BN2OS

One molecule with the formula C6H7BN2OS at a distorted geometry (the ωB97M-V functional and the def2-TZVPD basis, the OMol25 dataset).

The geometry in XYZ format:
```
18
Properties=species:S:1:pos:R:3
C -1.4397 0.5326 -1.8891
C -0.9040 0.5061 -0.5244
N -1.6989 0.9615 0.4579
N -1.3865 0.9162 1.8147
B -0.1043 0.2962 2.1271
O -0.0576 -0.5489 3.3312
C 0.8630 -0.0446 0.9849
S 2.4729 -0.7385 0.9550
C 2.3991 -0.9602 -0.7718
C 1.2923 -0.4588 -1.2889
C 0.3784 0.0229 -0.2545
H -2.4898 0.2430 -1.9248
H -1.3805 1.5068 -2.2783
H -0.8097 -0.0938 -2.5746
H -2.0701 1.0534 2.5674
H 0.7198 -1.0863 3.1129
H 3.0430 -1.5327 -1.4600
H 1.1727 -0.5750 -2.3849
```

Summary:
- Energy relative to the best compared isomer or geometry (same formula, charge and spin): 120.1 kJ/mol
- Orbital gap: 8.892 eV
- SMILES: CC1=NNB(O)c2sccc21



(12)
# C6H7Br2OPS

C6H7Br2OPS as an isolated structure at a distorted geometry (the ωB97M-V functional and the def2-TZVPD basis, the OMol25 dataset).

The geometry in XYZ format:
```
18
Properties=species:S:1:pos:R:3
C 0.8806 -0.7813 -1.6355
C 0.2413 -0.5671 -0.4632
C 2.1320 -0.5662 -2.0595
C 3.0133 -0.5209 0.5255
C -2.1867 1.4156 0.2111
C -1.6662 0.9143 1.5626
O -1.3906 -0.4941 1.6467
P -1.0544 -1.3901 0.3402
S 3.5819 -0.2980 -1.0176
Br 2.7585 -0.7826 -3.8658
Br 4.1861 -0.1137 1.8993
H 0.3746 -1.1562 -2.5683
H -2.7306 2.2785 0.4502
H -1.2973 1.3528 -0.4186
H -2.9292 0.6136 0.0289
H -2.3978 1.0664 2.4874
H -0.8166 1.4220 1.7563
H -0.6988 -2.3931 1.1203
```

Summary:
- Orbital gap (alpha / beta): 6.595 / 6.591 eV



(13)
# C6H7Br3O3

C6H7Br3O3 as an isolated structure at a distorted geometry (the ωB97M-V functional and the def2-TZVPD basis, the OMol25 dataset).

The geometry in XYZ format:
```
19
Properties=species:S:1:pos:R:3
C -1.0029 -0.1853 -0.2128
C -2.1010 -1.0353 -0.1811
C 0.2961 -0.6468 -0.0151
C 3.2893 1.2671 0.0370
C 2.5379 -0.0245 0.2054
C -4.1259 0.4095 -0.1273
O 0.8018 -1.8553 -0.1054
O -2.4317 -2.1688 -0.0884
O 1.1624 0.3216 0.1658
Br -3.7064 1.8981 1.0435
Br -5.0134 0.8433 -1.6610
Br -5.2350 -0.9528 0.7888
H -0.9187 0.8412 -0.3608
H 2.8712 2.1107 -0.5693
H 3.4215 1.7382 1.0738
H 4.3119 1.0333 -0.3093
H 3.0468 -0.4843 1.0758
H 2.7641 -0.6361 -0.5622
H 0.0318 -2.4738 -0.1974
```

Summary:
- Multiplicity: 3
- Expectation value of S²: 2.008
- Orbital gap (alpha / beta): 6.228 / 7.528 eV



(14)
# C6H7BrF2

One molecule with the formula C6H7BrF2 at a distorted geometry (the ωB97M-V functional and the def2-TZVPD basis, the OMol25 dataset).

The geometry in XYZ format:
```
16
Properties=species:S:1:pos:R:3
F -1.4931 1.9315 0.6575
C -0.2342 2.2085 0.1569
F -0.3067 3.4279 -0.5065
C 0.1696 1.0351 -0.8258
C -0.3183 -0.3569 -0.1798
C 0.5413 -0.9469 0.9765
C -0.1184 -0.6648 2.2457
C -0.7515 -0.5194 3.2651
Br -1.4204 -0.2629 4.9479
H 0.5243 2.3125 0.9410
H 1.2718 0.8801 -0.9252
H -0.5034 1.2144 -1.6672
H -0.4814 -1.0575 -1.0219
H -1.3354 -0.2698 0.1657
H 1.5312 -0.4126 0.9745
H 0.8249 -2.0450 1.0237
```

Summary:
- Energy relative to the best compared isomer or geometry (same formula, charge and spin): 0.0 kJ/mol
- Orbital gap: 10.312 eV
- SMILES: FC(F)CCCC#CBr